Record 1
The following is a DFT calculation (ωB97M-V/def2-TZVPD) of a molecular structure, C35H41AsBN4OS4ScSi2 at a distorted geometry.

XYZ file:
```
90
Properties=species:S:1:pos:R:3
C -3.48345 -3.18581 -1.80652
H -4.44575 0.88759 -1.54132
H -0.05705 3.13179 -2.59892
H -2.38735 -1.04611 -3.87542
C -4.73995 -3.36781 2.67368
H -0.68215 -1.41381 -3.67272
C 2.75775 -1.02621 -3.96152
H 2.11575 -0.84221 1.24208
Si -1.92275 -2.08171 -1.57032
C -2.62775 -2.83371 2.46708
C 3.81065 1.74949 -0.68162
C 2.06045 -0.01241 6.48638
H 0.65995 -1.34211 0.36428
C 1.48525 -1.11951 5.88518
C 4.09075 -0.27671 -5.81032
H 0.46885 -1.88331 4.18218
C 3.25975 0.48529 -0.93262
C 1.79795 2.48459 -1.77882
C -6.49245 0.11369 -1.05032
H -5.51685 -0.08811 3.13088
C -1.57155 -1.05361 -3.15872
H -4.37405 -2.58121 -1.94762
C 5.02125 1.84199 -0.00462
C 2.54765 0.28179 -3.53882
H 1.02725 -2.04421 1.92438
H -0.46035 -3.93311 -0.65042
C 5.16335 -0.56141 0.07488
H -6.79625 -1.56311 2.68578
H 2.31525 -1.83151 -3.38762
S -3.58425 2.32629 2.45188
C 1.41045 1.31089 4.59328
C 0.90145 3.44479 -2.20782
H 0.49555 -2.72041 -1.50492
H 3.51095 -1.63121 -0.80002
C 3.94005 -0.66151 -0.57002
H -5.69995 -3.83501 2.80518
H 4.22735 4.53149 -0.57482
H 4.68955 -0.48851 -6.68852
Sc -2.56825 0.17399 1.09658
H 6.63145 0.75759 0.89768
N -4.76395 0.03039 0.35568
H 1.49895 -2.07681 6.39568
C 5.68795 0.68829 0.36868
C 2.02625 1.20449 5.82648
C 3.51975 -1.30871 -5.08172
C 3.30705 4.21329 -1.04652
N -5.82385 -0.51661 0.95558
H -1.55615 -2.80921 2.38268
H 2.97055 2.33299 -3.97952
C 1.01085 1.87039 1.53358
N -3.33935 -1.71221 2.36878
H 2.52595 -0.09881 7.46188
H -3.41765 -3.88731 -2.63352
H 5.44395 2.81009 0.23378
H -7.10125 0.30699 -1.91222
H -3.63475 -3.76061 -0.89712
H 2.65725 6.21939 -1.42092
H 3.66115 -2.33311 -5.40062
C -6.87885 -0.47591 0.13978
C -5.14385 0.41129 -0.86562
N -4.62525 -2.05031 2.49808
C 3.11765 1.30459 -4.28602
H -7.83955 -0.84511 0.44768
H 5.70145 -1.45481 0.36878
S -1.79115 1.80109 -0.96962
C 3.00205 2.86309 -1.16642
H -0.40255 -3.93331 -2.40552
H 0.69555 2.79009 2.02498
H 2.50015 2.07309 6.27208
S -2.20455 3.64829 1.74878
C 3.88525 1.03089 -5.40582
C 0.85075 0.20829 3.95348
B -5.76855 -1.01431 2.41898
C 2.41915 5.16629 -1.51562
H 0.49985 5.53979 -2.40532
H 1.36105 2.27609 4.11608
C 1.21005 4.78989 -2.07902
C -0.43115 -3.29291 -1.52732
C -3.47325 -3.92131 2.66418
Si 0.00365 0.31459 2.18628
C 0.90305 -1.00411 4.63738
O -2.07915 -1.23441 -0.26122
H 4.31645 1.84849 -5.97232
C 1.06765 -1.12001 1.35088
H 2.09105 1.76179 1.65618
H -3.21915 -4.95631 2.77428
As 1.52935 0.56329 -1.84622
H -1.37295 -0.02691 -2.85562
S -2.37095 3.66229 -0.32492
H 0.79525 2.00649 0.47138
```

Summary:
- charge = -2
- HOMO energy (eV) = -1.59
- DFT total energy (hartree) = -6846.03717

---

Record 2
The following is a DFT calculation (ωB97M-V/def2-TZVPD) of 11 unconnected molecules or ions with the total composition C31H84N2O11 at a distorted geometry.

XYZ file:
```
128
Properties=species:S:1:pos:R:3
H -0.92165 -0.26363 0.95343
C -3.72965 0.32337 2.85743
C -1.59165 -2.25763 3.78543
H -2.56365 0.87537 -2.16157
O -0.45365 -4.12463 3.07143
C 1.13535 6.43437 -3.12457
O -1.75865 -2.69163 -2.24257
C -1.20665 6.09637 1.05043
H 1.01235 -0.42063 3.94943
H -4.65865 1.04037 4.71743
H -0.57265 1.76137 5.35743
O 1.80535 1.01837 -2.87757
H -0.97965 -4.04263 -1.15457
H 0.49935 -0.24463 -4.87957
H -0.08465 3.00937 0.39543
O 2.67435 -1.82263 -2.49657
N 3.64635 0.38337 -1.60757
H -4.45765 -0.72663 4.66043
H 0.25335 1.13537 -0.88557
C 1.48335 5.10137 -2.57757
O 1.84735 0.94137 4.93043
H 0.68535 5.05237 0.45043
C -1.47065 0.21037 0.09143
H -2.54465 2.12737 2.94243
C 2.87135 1.30637 -2.06557
H 0.61635 -0.38763 -2.16357
H -4.24265 2.35337 2.81243
H 2.34435 -3.95463 -0.86757
C 3.25235 -2.90563 -2.54357
H 0.58835 -2.49963 -6.74457
H -0.91365 1.24337 -3.05357
O 0.31235 5.07637 2.33943
H -1.52565 2.36337 -1.79257
H -3.49165 -3.99363 -2.91357
H -4.70665 -1.06063 2.41743
H 0.02835 -2.52363 5.88743
H 3.75535 2.64237 -0.93357
H 1.91435 1.43737 2.56643
C 2.18035 -3.40963 1.70943
C 2.42935 -4.02763 -1.93357
C -3.44165 1.71437 2.46743
H 2.68435 3.32537 -2.13357
H -1.65565 -1.59263 4.63043
C 0.16135 4.34937 -2.35857
H 1.62435 -0.28563 0.57343
H 1.42235 -3.94563 -2.31857
H -2.59365 -2.65063 3.68443
H 0.29435 1.12437 2.16443
H -2.91465 -0.30363 2.51443
H 4.51435 0.42837 -1.06457
H -0.72965 7.09537 1.25143
H -1.40265 -4.09263 4.72743
H -2.19765 -5.19263 -2.65457
H -0.21565 -2.26263 -3.67857
C 0.19035 -1.22663 -5.11857
H -1.76365 -0.44663 -5.67657
H 0.61435 2.47937 3.11943
C 1.35735 -2.25263 1.27843
H 0.12335 -0.90163 -7.36157
H 0.33835 3.50337 -1.73257
H -0.30565 4.77537 3.05843
H -1.72765 -2.08363 -5.04557
H -1.63665 -0.91563 -4.00357
C -2.62065 -3.32163 -0.03957
O 2.23235 4.49337 -3.34857
C -1.50765 1.31737 -2.12057
H 2.05935 -1.85963 -3.22657
C -2.81865 -4.59463 -2.19157
H 1.75835 -4.36963 1.47843
C -0.84065 3.66337 0.81143
C 0.39135 -3.04963 5.01743
C -0.62765 0.47137 -1.13857
H 0.77235 6.38537 -4.11457
H 1.46635 1.59637 5.49943
H -0.72765 0.09737 5.67743
C -4.01565 0.24337 4.39743
H -2.56465 -4.24763 0.53343
H 2.98435 -1.30463 0.10843
C 0.67435 -1.44863 -6.58957
H -2.38065 -0.38163 -0.10757
H -1.81365 1.15237 0.46343
H 1.10435 -2.54663 4.41943
H 2.04635 7.06537 -3.01657
C 0.89535 1.45137 2.97443
H -1.24365 0.57037 4.19643
H 0.39235 -1.71763 -0.20057
H 1.73335 -1.12963 -6.57457
H 4.95635 -3.92063 -1.67157
H 3.39935 -3.06263 -3.59957
H 2.02635 5.19537 -1.61657
H 3.03535 5.03837 -3.49057
H 4.58335 -2.63363 -0.85157
C -0.49665 0.77437 4.88443
C -1.29365 -1.13263 -4.98257
H -1.22765 -2.05863 -1.77757
O -0.11265 -0.57863 -1.57557
H -3.26665 0.38637 5.14643
H -0.29765 4.11437 -3.35457
H 5.28135 -2.29363 -2.32257
H -2.09065 -2.55963 0.58543
H -0.03565 -3.50963 2.48143
C -0.73965 -3.49763 4.10343
C -0.17065 4.97837 1.18143
O -4.72665 -0.13563 2.30043
H -1.30465 -1.76763 2.87143
H -3.48665 1.83637 1.39943
H 2.20735 -3.34663 2.79043
N 3.26835 2.52537 -1.81357
H 0.38835 6.82837 -2.50757
C 2.27935 -1.08663 0.86743
C -1.98065 -3.58163 -1.42357
H 2.83135 -4.96563 -2.08057
H -1.55965 6.19637 0.07143
H 3.16235 -3.41063 1.36843
O 0.44135 -2.44163 0.42343
O 0.55735 -2.02463 -4.26157
H -1.97965 6.04537 1.83743
H -1.21365 3.07537 1.62843
H 2.88335 -0.73663 1.65243
C 0.82335 0.57037 4.27543
H 3.34435 -0.59463 -1.80957
H 0.82335 -3.88563 5.48443
H -3.60265 -2.90063 -0.19357
H -0.61065 4.88737 -1.91357
H -3.42465 -5.14463 -1.52257
H 0.77635 -1.83563 2.07443
C 4.58735 -2.95463 -1.83057
H -1.58565 3.85337 0.01443
```

Summary:
- SMILES = NC(N)=O.CC(C)O.CC(C)O.CC(C)O.CC(C)O.CC(C)O.CC(C)O.CC(C)O.CC(C)O.CC(C)O.CC(C)O
- charge = 0
- HOMO energy (eV) = -9.27
- DFT total energy (hartree) = -2168.22507

---

Record 3
The following is a DFT calculation (ωB97M-V/def2-TZVPD) of 2 unconnected molecules or ions with the total composition C5H12FN2O at a distorted geometry.

XYZ file:
```
21
Properties=species:S:1:pos:R:3
C 0.58479 -2.65915 -0.23050
C -2.56139 0.30663 -0.09074
H 0.06404 -3.62486 -0.27592
C -0.27614 -0.46552 -0.23580
O -0.42912 -1.65066 0.00411
N -1.11034 0.50932 -0.24368
H 0.31785 1.92472 -0.61113
H 1.60946 -0.03757 1.66646
H -1.35459 2.29502 -1.14694
F 1.91057 0.88995 -1.37642
C 2.19503 0.51928 0.98729
H -2.92660 0.88329 -0.83335
H -1.01301 2.40089 0.54319
C -0.76815 1.87659 -0.36832
H 1.28886 -2.34435 -1.05898
H -2.82763 -0.80539 -0.24586
N 1.93494 -0.01903 -0.35647
H -2.85277 0.56330 0.96243
H 3.19701 0.44375 1.29745
H 1.15386 -2.50040 0.67903
H 1.86331 1.49419 0.93414
```

Summary:
- charge = +1
- HOMO energy (alpha / beta) (eV) = -13.67 / -14.12
- DFT total energy (hartree) = -481.84569

---

Record 4
The following is a DFT calculation (ωB97M-V/def2-TZVPD) of C14H14N2O2 in the gas phase.

XYZ file:
```
32
Properties=species:S:1:pos:R:3
C 2.74699 3.87829 -2.29868
H 2.13458 4.35218 -0.29457
C -0.03068 -1.51341 2.91015
H 0.43718 -1.76255 3.85071
H 3.24537 3.03066 -4.21850
H -2.41671 0.49758 -0.70526
N 2.51286 1.60299 -2.96204
H 1.03726 0.31802 2.71598
C 2.86043 2.85157 -3.22358
C -0.97816 -2.35203 2.36539
C -2.58861 -2.98349 0.62828
H -3.79380 -4.33030 1.21715
H -0.39229 1.33174 -0.47485
C -1.58895 -2.02477 1.15043
H 1.77267 0.28775 -1.59476
H -1.13159 -0.32841 -1.60408
C 2.03717 1.32480 -1.76389
O -3.16460 -3.70400 1.60797
C 0.31707 -0.34435 2.26124
C 1.87446 2.27189 -0.75465
C -1.24190 -0.85390 0.47129
H -1.25334 -3.26542 2.86606
O -2.89251 -3.16781 -0.52667
H 1.16626 2.76818 1.20403
H 3.04204 4.88442 -2.55306
C -0.26854 -0.00428 1.04107
C 2.24189 3.57987 -1.04369
H 2.02681 1.21950 1.08456
N 0.05030 1.17744 0.41631
H -2.58744 -1.20025 -1.15946
C 1.30705 1.87404 0.58028
C -1.88464 -0.44775 -0.82330
```

Summary:
- SMILES = Cc1c(NCc2cccnc2)cccc1C(=O)O
- charge = 0
- HOMO energy (eV) = -7.96
- DFT total energy (hartree) = -801.90450

---

Across the entries above, energy relative to the best compared isomer or geometry (same formula, charge and spin) takes the values 0.546, 13.200, 3.552, 0.000 eV, respectively.